# 1
Here is C4H8S2 as an isolated structure from the OMol25 dataset. Energies are from the ωB97M-V functional and the def2-TZVPD basis.

## Properties
charge	0
E_HOMO	-0.3246	Eh
relative energy (zero: lowest compared OMol25 entry of this formula, charge and spin)	23.4	kcal/mol
F_max	2.29	eV/A
2S+1	1

The geometry in XYZ format:
```
14
Properties=species:S:1:pos:R:3:forces:R:3:lowdin_charge:R:1
C -0.40023 2.14220 0.18838 -1.724 -0.978 1.155 -0.096
C -0.51366 0.69546 -0.32811 1.437 1.158 -0.180 -0.722
C -0.31636 -1.51267 0.20558 -1.175 0.697 0.404 -0.394
C 0.44520 -0.21000 0.44597 -0.729 -0.450 0.273 -0.837
H -0.90416 2.85862 -0.45843 -0.039 0.101 0.285 0.073
H 0.64296 2.31505 0.21035 1.224 0.533 -0.265 0.042
H -0.70804 2.22167 1.28501 -0.068 -0.046 -1.519 0.105
H -0.21626 0.68821 -1.39676 -0.204 0.039 0.415 0.095
H -0.34763 -2.17744 1.05529 -0.289 -0.149 0.247 0.068
H -0.03637 -2.08267 -0.66338 0.173 0.100 -0.471 0.064
H 0.40104 0.06735 1.51937 0.062 -0.243 -0.560 0.113
H 1.79576 0.04032 -1.32610 0.079 0.030 -0.913 -0.141
S -1.87620 -0.46008 -0.12224 0.166 -0.916 0.520 0.842
S 2.13139 -0.20374 -0.08377 1.087 0.126 0.608 0.786
```
Forces are in eV/Å.

# 2
Here is a 2-piece molecular cluster, C30H25F5N4O3 overall from the OMol25 dataset. Energies are from the ωB97M-V functional and the def2-TZVPD basis.

## Properties
charge	0
E_HOMO	-0.2827	Eh
F_max	5.05	eV/A
2S+1	1

The geometry in XYZ format:
```
67
Properties=species:S:1:pos:R:3:forces:R:3:lowdin_charge:R:1
C 0.01767 0.31758 4.50916 0.927 0.561 1.238 -0.149
C -0.30593 -1.03662 4.76887 0.151 -4.940 1.049 -0.243
N -0.45374 -2.20552 5.01167 0.242 4.937 -0.731 0.167
C -0.36244 0.83372 3.22353 -0.742 0.798 -2.047 -0.205
C 0.33703 1.91570 2.58155 -0.368 -0.617 0.620 -0.008
C -0.15786 2.50244 1.42631 -0.358 -0.128 -0.375 0.006
C -1.33382 2.01011 0.82357 0.558 -0.557 2.001 -0.172
N -1.95781 2.74169 -0.22025 -1.338 1.472 -2.409 -0.328
O -3.05456 2.32783 -0.66082 1.908 0.640 0.791 0.045
O -1.40631 3.77868 -0.65426 -0.798 -1.849 0.868 0.046
C -1.98812 0.89313 1.37179 0.410 0.199 -0.172 0.011
C -1.47833 0.28160 2.51031 0.432 0.461 0.299 -0.007
H 0.99882 0.64102 4.87168 -0.089 -0.491 -0.329 0.126
H 1.28982 2.26836 3.00496 -0.629 -0.065 -0.092 0.120
H 0.33059 3.35833 0.96118 -0.058 -0.275 0.198 0.120
H -2.89148 0.52970 0.88937 0.238 0.001 0.106 0.120
H -1.94171 -0.64466 2.86303 0.060 0.442 0.050 0.113
C 2.85788 -3.24177 10.02537 0.343 0.183 0.015 -0.009
N 1.57958 -2.86253 9.46255 -0.386 -0.638 -0.026 -0.029
C 0.62708 -3.80692 9.19332 0.075 -0.055 -0.207 -0.362
O 0.72766 -5.01435 9.36841 -0.238 1.204 -0.042 0.089
C -0.59794 -3.05135 8.62402 0.835 -0.516 -0.331 -0.151
C -1.78279 -3.10488 9.57766 -0.082 0.421 0.276 -0.053
C -2.20994 -4.50199 9.88428 -0.316 -0.489 0.139 -0.086
C -1.79434 -5.14679 11.04850 0.143 -0.112 0.101 -0.145
F -1.02727 -4.47897 11.94685 -0.419 -0.405 -0.561 0.098
C -2.11830 -6.47452 11.31220 0.038 0.014 0.096 -0.113
F -1.66547 -7.08059 12.42752 -0.315 0.316 -0.659 0.116
C -2.91670 -7.17293 10.40296 -0.012 -0.234 0.202 -0.111
F -3.24358 -8.45550 10.64996 0.173 0.742 -0.159 0.120
C -3.38510 -6.54273 9.25245 -0.079 -0.008 -0.182 -0.116
F -4.17610 -7.21048 8.38996 0.460 0.362 0.487 0.115
C -3.01977 -5.21967 9.00720 -0.082 -0.084 -0.195 -0.127
F -3.46385 -4.62175 7.86868 0.304 -0.374 0.749 0.096
N -0.07220 -1.69838 8.43701 -0.446 -0.085 0.530 0.007
C -0.76100 -0.75976 7.76635 -0.059 0.194 -0.697 -0.056
C -0.25707 0.47467 7.39443 0.012 -0.013 0.962 -0.126
C -0.73955 1.24669 6.31092 -1.884 -0.646 -1.167 -0.101
C -0.46336 2.68678 6.23055 0.999 1.248 0.440 -0.210
C -1.37729 3.63075 5.69987 0.454 -0.505 -0.097 -0.021
C -1.03460 4.98180 5.58427 0.120 -0.327 0.476 -0.074
C 0.19309 5.44692 6.06247 0.003 -0.501 -0.273 -0.088
C 1.08999 4.55299 6.64002 -0.095 -0.872 0.507 -0.080
C 0.75640 3.19110 6.77212 -0.362 0.316 -0.687 -0.025
C 1.30776 -1.52856 8.92512 0.112 -0.043 0.139 -0.460
C 1.38730 -0.49450 10.05974 -0.047 -0.217 0.176 0.012
C 2.26693 -1.22888 7.77040 0.146 -0.200 -0.208 0.008
H 2.79840 -4.28466 10.35729 -0.051 0.312 -0.182 0.100
H 3.65718 -3.13512 9.28014 -0.119 -0.170 0.153 0.093
H 3.11431 -2.60710 10.88334 -0.136 -0.139 -0.136 0.093
H -0.86080 -3.50965 7.65022 0.085 0.277 0.321 0.164
H -1.50133 -2.59694 10.50913 -0.149 -0.048 -0.215 0.137
H -2.60624 -2.55936 9.11014 -0.021 -0.008 0.162 0.126
H -1.79843 -1.05273 7.50267 0.917 0.042 -0.277 0.151
H 0.55239 0.89487 8.00663 -0.301 -0.387 -0.791 0.073
H -1.69990 0.94772 5.85597 0.211 0.324 0.768 0.131
H -2.36508 3.28395 5.38418 0.356 0.112 -0.075 0.117
H -1.74220 5.68307 5.16037 -0.009 -0.068 -0.012 0.103
H 0.47086 6.48640 5.96039 -0.093 0.060 0.006 0.101
H 2.05146 4.88635 7.04305 -0.393 0.010 -0.206 0.105
H 1.45940 2.50963 7.27405 -0.296 0.413 -0.418 0.105
H 0.81270 -0.87393 10.91841 0.203 0.172 -0.223 0.100
H 2.43420 -0.35599 10.35877 -0.257 0.002 -0.023 0.089
H 0.97554 0.47634 9.77445 0.133 -0.203 0.071 0.073
H 2.19033 -2.03809 7.02779 0.072 0.267 0.195 0.108
H 2.01353 -0.28791 7.27894 0.173 -0.214 0.085 0.064
H 3.30032 -1.16545 8.13526 -0.266 -0.020 -0.072 0.088
```
Forces are in eV/Å.

Number 1: HOMO-LUMO gap 9.70 eV. Number 2: HOMO-LUMO gap 6.44 eV.